[1]
{
  "formula": "C13H11BaFNO6P",
  "method": "the ωB97M-V functional and the def2-TZVPD basis",
  "e_tot_ev": -40111.3065,
  "lumo_ev": -8.1,
  "homo_energy_ha": -0.5295,
  "homo_lumo_gap_ev": 6.282,
  "charge": 2,
  "elements": ["C", "C", "O", "O", "C", "C", "C", "C", "C", "C", "C", "C", "C", "O", "F", "C", "O", "N", "P", "O", "C", "O", "H", "H", "H", "H", "H", "H", "H", "H", "H", "H", "H", "Ba"],
  "xyz": [[3.194, -1.265, -0.610], [3.784, 0.008, -1.372], [4.955, -0.089, -1.814], [3.127, 1.258, -1.554], [1.803, 1.110, -2.125], [0.632, 0.787, -1.068], [-0.549, -0.108, -1.619], [-1.734, -0.446, -0.687], [-1.817, 0.028, 0.795], [-0.675, 0.902, 1.364], [0.525, 1.288, 0.416], [1.642, 2.241, 1.067], [2.629, 1.458, 2.087], [2.296, 0.333, 2.649], [3.887, 2.021, 2.431], [-3.163, -0.514, 1.462], [-3.709, -0.257, 2.551], [-3.678, -1.433, 0.406], [-5.451, -1.613, 0.448], [-6.201, -0.603, -0.436], [-3.074, -1.280, -0.941], [-3.495, -1.678, -2.045], [2.669, -0.913, 0.373], [2.415, -1.853, -1.234], [4.089, -1.939, -0.279], [1.847, 0.210, -2.854], [1.509, 2.012, -2.764], [-0.573, -0.496, -2.706], [-0.722, 1.290, 2.440], [2.230, 2.859, 0.287], [1.110, 3.032, 1.727], [-5.922, -1.460, 1.801], [-5.864, -2.934, 0.022], [2.285, -1.953, 1.783]]
}

[2]
{
  "formula": "C6H5N4O2",
  "method": "the ωB97M-V functional and the def2-TZVPD basis",
  "e_tot_ev": -16342.7495,
  "lumo_ev": -7.1,
  "homo_energy_ha": -0.4989,
  "homo_lumo_gap_ev": 6.462,
  "charge": 1,
  "elements": ["C", "C", "C", "C", "C", "C", "N", "N", "N", "N", "O", "O", "H", "H", "H", "H", "H"],
  "xyz": [[2.575, 0.092, 0.028], [1.789, 1.122, -0.562], [1.952, -1.029, 0.531], [0.392, 1.000, -0.526], [0.567, -1.216, 0.521], [-0.200, -0.152, -0.050], [-3.061, -2.133, -0.555], [-2.246, -1.222, -0.311], [-1.573, -0.306, 0.075], [-2.707, 1.155, 0.558], [-2.034, 2.034, 0.886], [-3.795, 0.853, 0.293], [3.640, -0.122, -0.121], [2.086, 2.008, -1.098], [2.676, -1.794, 0.471], [-0.110, 1.765, -1.078], [0.049, -2.056, 0.939]]
}

[3]
{
  "formula": "C27H69B3NO7Sn2",
  "method": "the ωB97M-V functional and the def2-TZVPD basis",
  "e_tot_ev": -58615.5191,
  "lumo_ev": -5.6,
  "homo_energy_ha": -0.4049,
  "homo_lumo_gap_ev": 5.414,
  "charge": 1,
  "elements": ["Sn", "Sn", "B", "H", "H", "H", "H", "B", "H", "H", "H", "H", "B", "H", "H", "H", "H", "C", "C", "N", "C", "C", "C", "C", "H", "H", "H", "H", "H", "H", "H", "H", "H", "H", "H", "H", "H", "H", "H", "C", "C", "O", "C", "H", "H", "H", "H", "H", "H", "C", "C", "O", "C", "H", "H", "H", "H", "H", "H", "C", "C", "O", "C", "H", "H", "H", "H", "H", "H", "C", "C", "O", "C", "H", "H", "H", "H", "H", "H", "C", "C", "O", "C", "H", "H", "H", "H", "H", "H", "C", "C", "O", "C", "H", "H", "H", "H", "H", "H", "C", "C", "O", "C", "H", "H", "H", "H", "H", "H"],
  "xyz": [[0.636, -0.171, -0.266], [1.053, 2.976, 3.343], [2.662, 2.389, 0.616], [3.206, 2.370, 1.548], [2.987, 1.554, 0.016], [1.600, 2.286, 0.783], [2.871, 3.300, 0.078], [-1.121, 2.241, 1.021], [-0.478, 3.083, 0.819], [-1.289, 1.696, 0.105], [-0.647, 1.562, 1.713], [-2.066, 2.550, 1.438], [1.023, -0.290, 2.858], [0.815, 0.163, 3.814], [1.702, 0.338, 2.302], [1.487, -1.239, 3.079], [0.122, -0.440, 2.283], [-2.241, 0.120, -3.234], [-1.845, -1.336, -2.990], [-0.392, -1.609, -2.979], [0.269, -1.079, -4.225], [-0.454, -1.543, -5.570], [-0.284, -3.034, -2.794], [1.151, -3.530, -2.590], [-1.923, 0.848, -2.488], [-3.325, 0.201, -3.316], [-1.856, 0.423, -4.208], [-2.183, -1.507, -1.968], [-2.409, -1.973, -3.671], [0.107, -0.002, -4.188], [1.329, -1.310, -4.329], [0.037, -1.178, -6.472], [-0.356, -2.623, -5.684], [-1.525, -1.392, -5.704], [-0.739, -3.538, -3.648], [-0.830, -3.399, -1.925], [1.592, -2.878, -1.837], [1.678, -3.447, -3.540], [1.107, -4.561, -2.237], [3.552, 1.241, -4.152], [3.826, 0.443, -2.896], [2.955, -0.094, -2.290], [5.220, 0.544, -2.308], [4.365, 1.942, -4.339], [2.601, 1.715, -3.908], [3.285, 0.606, -4.997], [5.906, -0.147, -2.799], [5.174, 0.288, -1.249], [5.628, 1.554, -2.317], [-3.952, 4.644, 0.122], [-4.696, 3.374, -0.239], [-5.705, 2.995, 0.372], [-4.229, 2.620, -1.476], [-4.023, 4.851, 1.189], [-4.395, 5.498, -0.391], [-2.926, 4.420, -0.168], [-3.993, 3.244, -2.338], [-4.965, 1.883, -1.796], [-3.315, 2.087, -1.216], [1.859, 3.914, -2.598], [0.540, 3.223, -2.322], [0.516, 2.004, -2.329], [-0.699, 4.104, -2.160], [2.011, 4.857, -2.073], [1.905, 4.152, -3.660], [2.645, 3.236, -2.265], [-1.476, 3.408, -1.845], [-0.977, 4.662, -3.054], [-0.597, 4.784, -1.314], [-0.873, -2.070, 5.211], [-1.142, -1.031, 6.279], [-0.912, -1.263, 7.454], [-1.712, 0.293, 5.845], [-1.742, -2.724, 5.134], [0.001, -2.598, 5.592], [-0.640, -1.737, 4.199], [-2.748, 0.199, 5.520], [-1.097, 0.688, 5.036], [-1.704, 0.941, 6.721], [-4.714, 0.139, 1.053], [-3.264, -0.314, 1.159], [-2.593, -0.727, 0.250], [-2.668, -0.376, 2.570], [-5.348, -0.574, 1.580], [-4.905, 0.292, -0.009], [-4.838, 1.076, 1.597], [-3.357, -0.748, 3.328], [-2.400, 0.662, 2.768], [-1.767, -0.988, 2.622], [-1.512, -3.929, 2.146], [-0.081, -3.683, 1.739], [0.154, -3.073, 0.693], [1.079, -4.057, 2.664], [-1.908, -3.316, 2.956], [-1.718, -4.992, 2.276], [-2.115, -3.654, 1.280], [0.728, -4.060, 3.696], [1.866, -3.308, 2.579], [1.393, -5.063, 2.388], [4.488, -3.071, 1.982], [3.959, -1.834, 1.337], [3.084, -1.938, 0.466], [4.356, -0.518, 2.011], [4.258, -3.962, 1.397], [4.106, -3.203, 2.995], [5.573, -2.973, 1.988], [4.212, 0.195, 1.200], [5.380, -0.462, 2.379], [3.614, -0.312, 2.783]]
}

[4]
{
  "formula": "C5H9NO",
  "method": "the ωB97M-V functional and the def2-TZVPD basis",
  "e_tot_ev": -8866.4099,
  "lumo_ev": 1.0,
  "homo_energy_ha": -0.3544,
  "smiles": "CC(C)C=O.C#N",
  "homo_lumo_gap_ev": 10.611,
  "charge": 0,
  "elements": ["C", "C", "C", "C", "O", "C", "N", "H", "H", "H", "H", "H", "H", "H", "H", "H"],
  "xyz": [[0.717, 1.133, 0.716], [0.358, -0.306, 0.385], [1.363, -1.016, -0.512], [-1.029, -0.776, 0.435], [-1.974, -0.173, 0.910], [-1.995, 0.999, -1.203], [-0.944, 0.883, -1.664], [1.052, 1.722, -0.148], [1.550, 1.092, 1.424], [-0.133, 1.645, 1.171], [2.359, -0.938, -0.063], [1.110, -2.074, -0.626], [1.427, -0.578, -1.518], [-1.088, -1.841, 0.129], [0.217, -0.896, 1.403], [-2.991, 1.122, -0.840]]
}